The following is a quantum chemistry calculation of a structure of composition C11H16AsF2I2N2OSn at a distorted geometry, from the Open Molecules 2025 dataset.

Computed properties:
M ... 677.70 g mol⁻¹
ΔE to the lowest compared entry with this formula, charge and spin ... 15.73 kcal per mole
E_tot ... -104992.6186 eV

Structure (ORCA input):
```
! wB97M-V def2-TZVPD RIJCOSX def2/J DEFGRID3
* xyz 1 1
Sn 7.50 -7.31 9.54
I 11.29 -6.68 10.11
C 12.40 -7.34 8.43
I 11.79 -6.73 6.54
H 12.46 -8.37 8.58
H 13.37 -6.97 8.60
F 7.81 -10.09 8.35
C 8.39 -8.82 8.14
F 9.73 -8.83 8.47
H 8.47 -8.75 7.07
N 5.70 -6.60 3.23
C 5.33 -6.96 4.28
C 5.03 -7.54 5.56
C 4.04 -8.58 5.74
C 3.85 -9.13 6.96
C 4.73 -8.75 7.96
N 5.66 -7.81 7.85
C 5.82 -7.22 6.67
H 3.47 -8.69 4.86
H 2.94 -9.68 7.17
H 4.69 -9.22 8.96
H 6.56 -6.39 6.62
C 6.23 -11.69 10.75
As 7.42 -10.22 11.32
C 7.48 -10.05 13.25
C 9.12 -10.71 10.68
O 6.89 -8.71 10.85
H 6.43 -12.66 11.17
H 6.43 -11.73 9.68
H 5.15 -11.29 10.90
H 7.53 -11.04 13.72
H 6.52 -9.54 13.51
H 8.31 -9.45 13.62
H 9.62 -11.37 11.42
H 9.73 -9.91 10.32
H 8.89 -11.29 9.80
*
```

natural (NBO) analysis output, partial charges in e:
1. Sn 1.242
2. I 0.136
3. C -0.717
4. I 0.189
5. H 0.221
6. H 0.227
7. F -0.411
8. C 0.101
9. F -0.395
10. H 0.157
11. N -0.221
12. C 0.235
13. C -0.174
14. C -0.084
15. C -0.252
16. C 0.090
17. N -0.507
18. C 0.083
19. H 0.245
20. H 0.255
21. H 0.207
22. H 0.225
23. C -0.963
24. As 1.983
25. C -0.979
26. C -1.030
27. O -1.246
28. H 0.268
29. H 0.257
30. H 0.259
31. H 0.255
32. H 0.262
33. H 0.265
34. H 0.267
35. H 0.283
36. H 0.269

The following is a quantum chemistry calculation of a structure of composition C63H65N11O2S6Ti at a distorted geometry, from the Open Molecules 2025 dataset.

Computed properties:
M ... 1248.56 g mol⁻¹
ΔE to the lowest compared entry with this formula, charge and spin ... 22.72 kcal per mole
E_tot ... -174995.3502 eV

Structure (ORCA input):
```
! wB97M-V def2-TZVPD RIJCOSX def2/J DEFGRID3
* xyz 0 1
Ti -1.09 -0.38 -0.65
N -1.75 -4.79 -1.26
C -2.27 -3.57 -1.61
S -3.95 -3.26 -1.32
N -1.35 -2.85 -2.26
N -1.37 -1.49 -2.40
C -1.08 -1.05 -3.56
C -0.80 0.36 -3.91
C -0.70 0.68 -5.26
C -0.42 1.96 -5.68
C -0.22 2.96 -4.72
C -0.31 2.65 -3.38
C -0.60 1.36 -2.97
O -0.67 1.07 -1.65
H -2.44 -5.52 -1.18
H -0.84 -5.04 -1.63
H -1.01 -1.80 -4.34
H -0.86 -0.11 -5.98
H -0.35 2.19 -6.73
H 0.01 3.97 -5.02
H -0.15 3.41 -2.62
N 0.66 -1.01 -0.39
S 1.87 -0.07 -0.22
N 1.81 1.14 0.66
S 1.49 3.01 -0.14
N -0.04 3.17 0.51
S -0.98 2.17 1.22
N -1.14 0.68 1.07
C -0.75 2.48 2.96
C 0.01 1.53 3.64
C 0.30 1.72 4.98
C -0.18 2.85 5.64
C -0.91 3.81 4.95
C -1.19 3.63 3.59
C -2.51 3.01 0.88
C -3.59 2.87 1.74
C -4.82 3.40 1.38
C -4.98 4.02 0.15
C -3.90 4.13 -0.72
C -2.65 3.63 -0.35
C 1.28 4.83 -0.74
C 1.90 5.10 -1.96
C 1.90 6.39 -2.48
C 1.29 7.42 -1.78
C 0.65 7.16 -0.57
C 0.64 5.87 -0.05
C 2.68 3.60 1.06
C 2.36 3.69 2.41
C 3.33 4.08 3.32
C 4.62 4.40 2.89
C 4.91 4.35 1.53
C 3.95 3.96 0.62
C 3.14 -1.12 0.47
C 4.42 -0.63 0.67
C 5.38 -1.44 1.28
C 5.05 -2.73 1.68
C 3.76 -3.22 1.46
C 2.81 -2.42 0.84
C 2.59 0.31 -1.82
C 3.59 1.27 -1.95
C 4.14 1.52 -3.19
C 3.68 0.81 -4.31
C 2.69 -0.14 -4.17
C 2.14 -0.40 -2.92
H 0.39 0.68 3.08
H 0.90 0.99 5.51
H 0.03 2.99 6.69
H -1.26 4.70 5.45
H -1.73 4.39 3.04
H -3.48 2.35 2.69
H -5.66 3.33 2.06
H -5.94 4.42 -0.14
H -4.02 4.60 -1.69
H -1.79 3.72 -1.00
H 2.36 4.28 -2.51
H 2.38 6.59 -3.43
H 1.31 8.43 -2.18
H 0.16 7.96 -0.03
H 0.14 5.65 0.89
H 1.35 3.47 2.74
H 3.08 4.14 4.38
H 5.38 4.70 3.61
H 5.90 4.63 1.18
H 4.18 3.97 -0.44
H 4.68 0.38 0.38
H 6.38 -1.06 1.44
H 5.79 -3.35 2.18
H 3.50 -4.23 1.77
H 1.81 -2.78 0.61
H 3.93 1.81 -1.08
H 4.92 2.26 -3.30
H 4.10 1.02 -5.29
H 2.34 -0.70 -5.03
H 1.38 -1.16 -2.77
N -5.41 0.34 -0.08
C -4.09 0.20 0.16
N -3.37 0.16 -0.92
C -4.30 0.32 -1.98
C -4.14 0.37 -3.36
C -5.26 0.54 -4.15
C -6.54 0.67 -3.59
C -6.72 0.62 -2.23
C -5.58 0.44 -1.45
H -6.12 0.38 0.62
H -3.70 0.13 1.16
H -3.17 0.26 -3.81
H -5.14 0.57 -5.23
H -7.40 0.82 -4.24
H -7.71 0.72 -1.78
C 1.25 -3.16 4.09
C -0.02 -3.30 3.24
C -0.59 -1.92 2.96
S -2.11 -1.79 2.02
O -1.68 -1.93 0.54
C -2.92 -3.33 2.30
C -3.70 -3.37 3.62
C -4.77 -2.27 3.74
H 1.69 -4.14 4.31
H 1.02 -2.67 5.05
H 2.01 -2.55 3.58
H -0.74 -3.92 3.78
H 0.22 -3.80 2.30
H 0.09 -1.33 2.34
H -0.78 -1.36 3.89
H -2.18 -4.12 2.21
H -3.59 -3.39 1.42
H -3.00 -3.29 4.47
H -4.18 -4.34 3.68
H -4.33 -1.27 3.83
H -5.40 -2.43 4.63
H -5.42 -2.28 2.86
C 5.20 -6.25 -0.65
C 3.73 -6.29 -0.89
C 2.90 -7.24 -0.40
C 1.51 -7.13 -0.70
N 1.02 -6.19 -1.43
C 1.86 -5.23 -2.00
S 1.37 -4.02 -2.99
N 3.21 -5.32 -1.63
C 0.55 -8.15 -0.16
H 5.54 -7.16 -0.17
H 5.45 -5.40 -0.01
H 5.74 -6.12 -1.59
H 3.28 -8.05 0.21
H 3.79 -4.60 -2.02
H 1.02 -9.13 -0.09
H -0.32 -8.20 -0.81
H 0.22 -7.85 0.83
*
```

Results of the Mulliken charge analysis, in e, for atoms 1 through 99:
1. Ti -1.111
2. N -0.100
3. C -0.029
4. S -0.471
5. N -0.882
6. N 1.109
7. C -0.879
8. C 0.439
9. C -0.825
10. C -1.210
11. C -1.004
12. C -0.277
13. C 1.585
14. O 0.170
15. H 0.252
16. H 0.095
17. H 0.300
18. H 0.525
19. H 0.404
20. H 0.470
21. H 0.336
22. N 0.462
23. S 1.996
24. N -0.456
25. S 1.776
26. N -0.152
27. S 1.661
28. N 0.180
29. C -1.611
30. C 0.624
31. C -1.069
32. C -0.715
33. C -1.186
34. C 0.255
35. C -0.268
36. C -0.265
37. C -1.028
38. C -0.693
39. C -0.772
40. C -0.067
41. C 0.103
42. C 0.185
43. C -0.767
44. C -0.740
45. C -0.696
46. C -0.555
47. C 0.787
48. C -0.379
49. C -0.668
50. C -0.794
51. C -0.901
52. C -0.562
53. C -0.100
54. C -0.222
55. C -1.064
56. C -0.917
57. C -0.927
58. C -0.541
59. C 0.519
60. C -0.458
61. C -0.976
62. C -1.125
63. C -0.592
64. C 0.148
65. H 0.759
66. H 0.510
67. H 0.424
68. H 0.455
69. H 0.440
70. H 0.514
71. H 0.471
72. H 0.429
73. H 0.485
74. H 0.132
75. H 0.391
76. H 0.465
77. H 0.365
78. H 0.458
79. H 0.321
80. H 0.359
81. H 0.511
82. H 0.397
83. H 0.465
84. H 0.435
85. H 0.370
86. H 0.446
87. H 0.499
88. H 0.740
89. H 0.594
90. H 0.094
91. H 0.516
92. H 0.390
93. H 0.488
94. H -0.070
95. N 0.423
96. C -1.498
97. N 1.449
98. C 0.293
99. C -0.190

The following is a quantum chemistry calculation of a structure of composition C20H18NRe at a distorted geometry, from the Open Molecules 2025 dataset.

Computed properties:
M ... 458.58 g mol⁻¹
E_tot ... -24619.4353 eV

Structure (ORCA input):
```
! wB97M-V def2-TZVPD RIJCOSX def2/J DEFGRID3
* xyz 3 4
Re 1.21 1.52 -0.12
C 3.68 0.31 2.43
C 3.22 1.33 1.47
C 3.81 1.47 0.18
C 3.48 2.54 -0.67
C 2.56 3.53 -0.26
C 1.93 3.41 0.99
C 2.21 2.28 1.82
H 4.39 0.79 3.12
H 4.21 -0.51 1.95
H 2.88 -0.07 3.06
H 4.61 0.79 -0.11
H 4.01 2.66 -1.61
H 2.40 4.40 -0.88
H 1.29 4.20 1.36
H 1.79 2.25 2.82
N -0.29 0.60 -0.22
C -1.22 -0.33 -0.48
C -2.60 -0.03 -0.55
C -3.08 1.20 -0.03
C -4.42 1.49 -0.06
C -5.32 0.60 -0.65
C -4.87 -0.63 -1.15
C -3.53 -0.93 -1.15
C -0.67 -1.69 -0.63
C -1.35 -2.80 -0.11
C -0.77 -4.06 -0.20
C 0.47 -4.22 -0.80
C 1.16 -3.12 -1.32
C 0.60 -1.87 -1.24
H -2.37 1.91 0.39
H -4.79 2.39 0.41
H -6.37 0.86 -0.73
H -5.59 -1.33 -1.56
H -3.18 -1.80 -1.69
H -2.27 -2.68 0.43
H -1.28 -4.91 0.23
H 0.91 -5.21 -0.87
H 2.10 -3.27 -1.83
H 1.06 -1.04 -1.76
*
```

natural (NBO) analysis output, partial charges in e:
1. Re 1.575
2. C -0.684
3. C 0.093
4. C -0.201
5. C -0.173
6. C -0.249
7. C -0.240
8. C -0.294
9. H 0.311
10. H 0.271
11. H 0.275
12. H 0.305
13. H 0.314
14. H 0.319
15. H 0.318
16. H 0.314
17. N -0.502
18. C 0.264
19. C -0.044
20. C -0.116
21. C -0.210
22. C 0.006
23. C -0.211
24. C -0.094
25. C -0.065
26. C -0.134
27. C -0.190
28. C -0.077
29. C -0.193
30. C -0.191
31. H 0.216
32. H 0.264
33. H 0.266
34. H 0.271
35. H 0.252
36. H 0.246
37. H 0.267
38. H 0.263
39. H 0.256
40. H 0.202

The following is a quantum chemistry calculation of the ion C8H16N2O with charge +2 at a distorted geometry, from the Open Molecules 2025 dataset.

Computed properties:
M ... 156.23 g mol⁻¹
ΔE to the lowest compared entry with this formula, charge and spin ... 128.72 kcal per mole
E_tot ... -13560.2594 eV

Structure (ORCA input):
```
! wB97M-V def2-TZVPD RIJCOSX def2/J DEFGRID3
* xyz 2 1
C 0.99 1.37 0.70
C 3.30 -0.94 -0.17
C 0.81 -0.57 -0.48
C 4.64 -0.55 0.19
C -4.02 -0.83 0.81
C -2.89 0.25 0.68
C -2.20 0.30 -0.67
C -0.99 1.22 -0.86
N 2.21 1.02 0.57
N 2.20 -0.21 -0.10
O 0.05 0.53 -0.04
H 0.64 2.40 0.98
H 3.31 -1.79 -0.86
H 0.87 -0.74 -1.64
H 0.61 -1.47 0.22
H 5.22 -0.62 -0.80
H 4.76 0.38 0.60
H 5.20 -1.33 0.82
H -3.95 -1.56 0.03
H -4.94 -0.34 0.58
H -4.05 -1.37 1.71
H -3.22 1.15 0.97
H -2.03 0.05 1.54
H -1.92 -0.77 -1.05
H -2.89 0.63 -1.38
H -1.14 2.19 -0.46
H -0.58 1.59 -1.88
*
```

natural (NBO) analysis output, partial charges in e:
1. C 0.386
2. C 0.344
3. C 0.052
4. C -0.717
5. C -0.605
6. C -0.370
7. C -0.442
8. C -0.077
9. N -0.164
10. N -0.195
11. O -0.332
12. H 0.302
13. H 0.263
14. H 0.296
15. H 0.283
16. H 0.322
17. H 0.271
18. H 0.337
19. H 0.212
20. H 0.235
21. H 0.243
22. H 0.218
23. H 0.157
24. H 0.218
25. H 0.258
26. H 0.240
27. H 0.265

Number 2 is which compound?
C63H65N11O2S6Ti

Which value of E_tot does entry 4 give?
-13560.2594 eV

Copy entry 3 word for word.
The following is a quantum chemistry calculation of a structure of composition C20H18NRe at a distorted geometry, from the Open Molecules 2025 dataset.

Computed properties:
M ... 458.58 g mol⁻¹
E_tot ... -24619.4353 eV

Structure (ORCA input):
```
! wB97M-V def2-TZVPD RIJCOSX def2/J DEFGRID3
* xyz 3 4
Re 1.21 1.52 -0.12
C 3.68 0.31 2.43
C 3.22 1.33 1.47
C 3.81 1.47 0.18
C 3.48 2.54 -0.67
C 2.56 3.53 -0.26
C 1.93 3.41 0.99
C 2.21 2.28 1.82
H 4.39 0.79 3.12
H 4.21 -0.51 1.95
H 2.88 -0.07 3.06
H 4.61 0.79 -0.11
H 4.01 2.66 -1.61
H 2.40 4.40 -0.88
H 1.29 4.20 1.36
H 1.79 2.25 2.82
N -0.29 0.60 -0.22
C -1.22 -0.33 -0.48
C -2.60 -0.03 -0.55
C -3.08 1.20 -0.03
C -4.42 1.49 -0.06
C -5.32 0.60 -0.65
C -4.87 -0.63 -1.15
C -3.53 -0.93 -1.15
C -0.67 -1.69 -0.63
C -1.35 -2.80 -0.11
C -0.77 -4.06 -0.20
C 0.47 -4.22 -0.80
C 1.16 -3.12 -1.32
C 0.60 -1.87 -1.24
H -2.37 1.91 0.39
H -4.79 2.39 0.41
H -6.37 0.86 -0.73
H -5.59 -1.33 -1.56
H -3.18 -1.80 -1.69
H -2.27 -2.68 0.43
H -1.28 -4.91 0.23
H 0.91 -5.21 -0.87
H 2.10 -3.27 -1.83
H 1.06 -1.04 -1.76
*
```

natural (NBO) analysis output, partial charges in e:
1. Re 1.575
2. C -0.684
3. C 0.093
4. C -0.201
5. C -0.173
6. C -0.249
7. C -0.240
8. C -0.294
9. H 0.311
10. H 0.271
11. H 0.275
12. H 0.305
13. H 0.314
14. H 0.319
15. H 0.318
16. H 0.314
17. N -0.502
18. C 0.264
19. C -0.044
20. C -0.116
21. C -0.210
22. C 0.006
23. C -0.211
24. C -0.094
25. C -0.065
26. C -0.134
27. C -0.190
28. C -0.077
29. C -0.193
30. C -0.191
31. H 0.216
32. H 0.264
33. H 0.266
34. H 0.271
35. H 0.252
36. H 0.246
37. H 0.267
38. H 0.263
39. H 0.256
40. H 0.202